1.
Density functional theory data (ωB97M-V/def2-TZVPD) for a structure of composition C24H21CrN4O5 in a non-equilibrium geometry.

```
55
Properties=species:S:1:pos:R:3:lowdin_spin:R:1
Cr 0.550 0.439 0.233 2.904
O -0.238 -1.324 -1.661 0.024
C 0.891 -2.167 -1.902 0.001
C 2.001 -1.272 -2.392 0.002
N 2.429 -0.342 -1.350 0.022
C 2.857 0.964 -1.869 0.002
C 1.665 1.845 -2.172 0.005
O 1.672 2.600 -3.138 0.006
O 0.686 1.679 -1.329 0.014
C 3.420 -0.891 -0.446 0.005
C 3.446 -0.139 0.873 0.007
O 4.386 -0.316 1.638 0.008
O 2.386 0.581 1.102 0.023
H -0.957 -1.835 -1.274 0.002
H 0.659 -2.909 -2.671 0.000
H 1.193 -2.696 -0.993 0.001
H 1.602 -0.706 -3.233 0.000
H 2.845 -1.869 -2.760 0.001
H 3.504 0.894 -2.743 0.001
H 3.406 1.471 -1.076 0.000
H 4.432 -0.873 -0.869 0.001
H 3.177 -1.927 -0.210 0.003
C 1.023 -3.617 1.598 0.057
C 1.239 -2.265 1.518 0.176
N 0.287 -1.391 1.015 0.172
C -0.978 -1.935 0.690 0.052
C -1.262 -3.309 0.792 0.025
C -0.203 -4.183 1.208 0.283
C -2.574 -3.740 0.490 0.050
C -3.534 -2.831 0.114 0.015
C -3.239 -1.464 -0.020 0.056
C -1.946 -1.013 0.230 0.025
N -1.424 0.285 0.124 -0.009
C -2.082 1.479 0.226 0.000
C -3.374 1.820 -0.089 0.013
C -3.847 3.150 0.115 -0.001
C -3.076 4.140 0.638 0.011
C -1.737 3.834 1.000 -0.001
C -0.841 4.748 1.586 0.015
C 0.405 4.352 1.947 -0.002
C 0.806 3.020 1.700 0.017
N 0.004 2.165 1.148 -0.018
C -1.263 2.532 0.796 0.003
H 1.823 -4.240 1.982 -0.002
H 2.159 -1.825 1.881 0.009
H -0.374 -5.255 1.255 0.019
H -2.812 -4.797 0.568 0.001
H -4.543 -3.172 -0.097 0.000
H -4.019 -0.785 -0.336 0.005
H -4.038 1.096 -0.531 0.001
H -4.870 3.379 -0.162 0.000
H -3.463 5.147 0.778 0.001
H -1.160 5.776 1.743 0.001
H 1.105 5.043 2.399 -0.001
H 1.796 2.647 1.936 0.000
```

Properties
spin multiplicity: 5
energy: -69852.9481 eV
net charge: -1
HOMO-LUMO gap (alpha / beta): 0.1824 / 0.2516 hartree
M: 497.5 g/mol
relative energy (zero: lowest compared OMol25 entry of this formula, charge and spin): 0.0 kJ/mol

---

2.
Density functional theory data (ωB97M-V/def2-TZVPD) for an isolated molecule of C5H11N.

```
17
Properties=species:S:1:pos:R:3:mulliken_charge:R:1
C -1.864 -1.529 -0.545 -1.038
C -0.797 -0.519 -0.983 -0.803
C -0.299 0.404 0.119 0.286
C 0.174 -0.082 1.442 -0.527
N 1.120 0.370 0.440 -0.362
C 1.783 1.639 0.685 -0.866
H -1.506 -2.103 0.315 0.301
H -2.809 -1.052 -0.260 0.289
H -2.089 -2.244 -1.344 0.336
H 0.075 -1.062 -1.365 0.289
H -1.176 0.094 -1.810 0.287
H -0.767 1.391 0.153 0.373
H 0.179 -1.147 1.672 0.261
H -0.015 0.565 2.300 0.274
H 2.087 2.082 -0.270 0.293
H 2.690 1.472 1.277 0.278
H 1.153 2.372 1.219 0.328
```

Properties
energy: -6852.2617 eV
HOMO-LUMO gap: 0.3796 hartree
M: 85.1 g/mol
relative energy (zero: lowest compared OMol25 entry of this formula, charge and spin): 122.2 kJ/mol
SMILES: CC[C@H]1CN1C

---

3.
Density functional theory data (ωB97M-V/def2-TZVPD) for a structure of composition C7H12Ag3BBr6F4O3 in a non-equilibrium geometry.

```
36
Properties=species:S:1:pos:R:3:lowdin_spin:R:1
Ag -10.369 -15.252 -9.433 0.004
Ag -10.528 -17.390 -7.249 -0.006
Ag -7.021 -16.611 -7.445 0.000
C -12.402 -17.414 -9.881 0.009
O -13.062 -18.448 -10.157 0.606
O -12.351 -16.907 -8.732 0.188
O -11.535 -17.062 -10.599 0.205
B -9.355 -14.694 -6.847 -0.001
F -8.678 -14.544 -8.063 -0.001
F -9.291 -13.454 -6.198 0.000
F -10.725 -15.020 -7.086 -0.004
F -8.865 -15.671 -6.092 0.000
Br -6.007 -13.231 -6.253 0.000
C -5.632 -13.454 -4.316 0.000
C -6.371 -14.704 -3.829 0.000
Br -5.736 -16.313 -4.744 0.000
H -6.037 -12.638 -3.718 0.000
H -4.573 -13.660 -4.160 0.000
H -7.455 -14.693 -3.936 0.000
H -6.072 -14.880 -2.795 0.000
Br -13.136 -14.324 -3.282 0.000
C -11.265 -14.746 -3.651 0.000
C -10.447 -14.940 -2.332 0.000
Br -10.019 -13.232 -1.552 0.000
H -10.855 -13.876 -4.165 0.000
H -11.216 -15.575 -4.357 0.000
H -9.500 -15.424 -2.573 0.000
H -11.104 -15.569 -1.731 0.000
Br -10.550 -10.208 -7.533 0.000
C -8.781 -11.013 -7.865 0.000
C -7.831 -10.004 -8.459 0.000
Br -8.240 -9.827 -10.443 0.000
H -8.976 -11.836 -8.552 0.000
H -8.354 -11.356 -6.923 0.000
H -6.771 -10.192 -8.284 0.000
H -7.965 -8.988 -8.088 0.000
```

Properties
spin multiplicity: 2
energy: -457390.0802 eV
net charge: +1
HOMO-LUMO gap (alpha / beta): 0.2007 / 0.2011 hartree
M: 1034.0 g/mol

---

4.
Density functional theory data (ωB97M-V/def2-TZVPD) for an isolated molecule of C5H7N5 in a non-equilibrium geometry.

```
17
Properties=species:S:1:pos:R:3:mulliken_charge:R:1
C -0.592 -1.277 1.008 0.082
C -1.268 -0.139 0.998 -0.244
C 2.498 -0.221 -0.269 -0.197
C -1.976 0.968 1.014 -0.996
C 0.261 0.845 -0.922 -0.094
N 2.815 -1.380 0.203 -0.258
N 1.727 -1.988 0.609 -0.946
N 0.648 -1.144 0.491 0.547
N 1.030 -0.059 -0.345 0.062
N -0.931 0.458 -1.488 -0.485
H -0.782 -2.134 1.454 0.623
H 3.168 0.530 -0.742 0.337
H -1.711 1.720 1.639 0.270
H -2.753 1.253 0.423 0.418
H 0.774 1.708 -1.348 0.284
H -1.608 1.256 -1.555 0.256
H -1.300 -0.394 -1.170 0.338
```

Properties
energy: -12741.3332 eV
HOMO-LUMO gap: 0.2546 hartree
M: 137.1 g/mol
relative energy (zero: lowest compared OMol25 entry of this formula, charge and spin): 717.9 kJ/mol

---

5.
Density functional theory data (ωB97M-V/def2-TZVPD) for a cluster of 2 separate species, C4H11NO in total in a non-equilibrium geometry.

```
17
Properties=species:S:1:pos:R:3:mulliken_charge:R:1
C -1.791 0.741 0.315 0.181
C -2.674 1.818 0.323 -0.920
N -0.956 0.439 1.388 -0.374
H -1.459 0.437 -0.660 0.223
H -3.469 1.705 -0.333 0.275
H -2.579 2.724 1.053 0.199
H -1.272 1.103 2.085 0.173
H -0.176 -0.382 1.523 0.255
H 1.835 -2.021 1.546 0.296
C 1.474 -1.479 -0.489 -0.263
O 1.688 -1.212 1.027 -0.607
C 1.664 -0.187 -1.421 -0.693
H 0.408 -1.772 -0.652 0.229
H 2.279 -2.187 -0.756 0.372
H 1.761 -0.541 -2.488 0.293
H 2.582 0.430 -1.157 0.273
H 0.686 0.383 -1.304 0.087
```

Properties
energy: -7860.9167 eV
HOMO-LUMO gap: 0.2994 hartree
M: 89.1 g/mol
relative energy (zero: lowest compared OMol25 entry of this formula, charge and spin): 350.9 kJ/mol
SMILES: C=CN.CCO

---

6.
Density functional theory data (ωB97M-V/def2-TZVPD) for a cluster of 2 separate species, C4H12N2O in total in a non-equilibrium geometry.

```
19
Properties=species:S:1:pos:R:3:mulliken_charge:R:1
C -0.780 0.684 -0.328 -0.533
C -0.581 -0.011 1.014 -0.832
C 0.858 0.123 1.519 0.622
C 1.720 -0.919 1.520 -1.004
N 1.191 1.432 1.908 -0.492
N -0.086 0.234 -1.544 -0.647
H -0.586 1.757 -0.257 0.374
H -1.866 0.642 -0.540 0.284
H -1.160 0.639 1.678 0.261
H -0.816 -1.069 0.989 0.343
H 2.566 -0.960 2.186 0.343
H 1.233 -1.816 1.155 0.242
H 0.355 1.866 2.272 0.225
H 1.989 1.497 2.526 0.255
H 0.253 -0.713 -1.409 0.260
H 0.740 0.812 -1.624 0.257
H -2.518 -1.093 -3.704 0.315
H -1.389 -0.719 -2.754 0.391
O -1.828 -1.490 -3.179 -0.664
```

Properties
energy: -9369.6147 eV
HOMO-LUMO gap: 0.3445 hartree
M: 104.2 g/mol
relative energy (zero: lowest compared OMol25 entry of this formula, charge and spin): 152.4 kJ/mol
SMILES: C=C(N)CCN.O